Formula: H20O10
Source: OMol25
Level of theory: ωB97M-V/def2-TZVPD

Structure (XYZ):
```
30
Properties=species:S:1:pos:R:3:forces:R:3:nbo_charge:R:1
O -1.432 1.101 2.913 0.580 -0.264 0.315 -0.9583
H -1.476 2.058 3.011 0.032 0.064 -0.163 0.4795
H -0.572 0.862 3.311 -0.505 0.160 -0.325 0.4797
O 0.123 -1.803 -3.443 -1.161 0.211 0.117 -0.9693
H -0.249 -2.322 -4.163 0.350 -0.157 -0.110 0.4790
H -0.692 -1.507 -2.981 0.593 -0.060 0.056 0.4956
O -1.471 -2.986 0.664 -0.049 -0.358 -0.031 -0.9667
H -1.725 -3.268 1.538 -0.776 0.046 0.453 0.4893
H -0.523 -3.058 0.774 1.136 0.106 -0.135 0.5073
O 1.817 0.248 2.252 0.943 0.261 1.294 -0.9525
H 1.164 -0.099 1.684 -1.608 -0.780 -0.988 0.4790
H 2.323 0.755 1.628 0.590 0.595 -0.246 0.4728
O 0.188 1.063 -0.183 0.029 -1.730 -1.625 -1.0384
H -0.383 0.319 -0.540 0.423 0.850 0.639 0.5016
H -0.334 1.516 0.466 -0.538 0.689 0.903 0.5121
O -1.480 -1.038 -1.106 -0.286 0.442 -0.304 -1.0035
H -1.450 -1.723 -0.408 -0.138 -0.127 0.114 0.5157
H -2.387 -0.708 -1.052 0.195 -0.010 -0.084 0.4847
O 1.352 -2.543 1.297 0.183 0.332 -0.250 -1.0158
H 1.536 -2.066 0.453 0.032 -0.270 0.164 0.5036
H 1.968 -2.141 1.928 -0.309 -0.164 -0.112 0.4921
O 0.330 3.488 -1.664 -0.064 0.751 -0.196 -0.9841
H 0.246 2.538 -1.562 0.177 -0.558 0.181 0.4992
H 0.595 3.674 -2.570 -0.047 -0.146 0.046 0.4743
O 1.686 -1.296 -1.193 0.278 -0.306 0.466 -0.9676
H 1.430 -0.378 -1.181 0.077 0.712 0.215 0.4835
H 1.055 -1.680 -1.806 -0.015 -0.445 -0.584 0.4992
O -0.678 3.446 0.952 -0.435 0.337 -0.370 -0.9715
H -1.105 3.590 0.079 0.603 0.040 0.730 0.4928
H 0.144 3.958 0.902 -0.292 -0.222 -0.174 0.4870
```
Forces are in eV/Å.

Results
E_HOMO, eV: -11.09
Kohn-Sham gap, eV: 11.373
SMILES: O.O.O.O.O.O.O.O.O.O
Energy above the lowest of the compared OMol25 structures with the same formula, charge and spin, kJ/mol: 155.0
Spin multiplicity: 1